(1)
26
Properties=species:S:1:pos:R:3:forces:R:3:lowdin_charge:R:1 method="wB97M-V/def2-TZVPD" charge=0 gap_ev=8.71 de_lowest_kj_mol=192.8 spin_multiplicity=1 lumo_ev=0.15 total_energy_ev=-21817.3142 smiles="C=C=CP(=O)(N(C)C)N(C)C" homo_energy_ev=-8.56
O 1.5559 0.4189 -1.5567 0.7 0.3 -0.1 -0.31
C 0.9804 0.1756 2.2197 0.2 0.1 1.6 -0.15
C 0.4498 0.4264 3.4072 -0.1 0.3 -1.4 0.02
C 1.5985 -0.0412 1.0832 -0.6 0.2 0.7 -0.16
N -0.5708 1.2996 -0.2313 0.3 -0.9 -0.3 -0.29
N -0.1132 -1.3811 -0.7728 -0.2 1.1 0.3 -0.32
C -1.6280 1.1398 -1.2924 0.2 1.0 0.9 -0.12
C -0.0121 2.6784 -0.2192 0.3 -0.3 -0.5 -0.13
C 0.6144 -2.2097 -1.7545 0.0 0.2 0.0 -0.12
C -0.7898 -2.0711 0.3268 0.6 -1.1 -0.8 -0.13
P 0.6778 0.1061 -0.4196 -1.7 -1.1 -1.9 0.56
H 0.6728 -0.1323 4.3048 -0.6 -0.7 -0.3 0.06
H -0.2824 1.2392 3.4617 0.9 0.3 0.3 0.07
H 2.6789 -0.1054 1.0178 0.0 0.8 -0.1 0.10
H -1.2592 1.1840 -2.3111 0.4 -0.1 -0.2 0.08
H -2.3406 1.9683 -1.1858 0.2 -0.1 0.1 0.08
H -2.1804 0.2314 -1.1585 -0.1 -0.5 0.2 0.06
H 0.2584 3.0093 -1.2453 0.1 -0.3 0.5 0.09
H 0.8648 2.7397 0.4360 -0.1 -0.2 -0.3 0.07
H -0.7131 3.4087 0.1694 -0.5 -0.2 0.1 0.07
H 1.6090 -2.4763 -1.3918 0.0 -0.4 0.1 0.08
H 0.0437 -3.1100 -2.0314 0.1 0.3 0.4 0.08
H 0.8122 -1.6381 -2.6625 -0.3 0.0 0.1 0.07
H -1.3430 -2.9472 -0.0617 0.3 0.4 0.0 0.08
H -1.5272 -1.4666 0.8169 -0.2 0.7 0.3 0.07
H -0.0569 -2.4463 1.0512 -0.2 0.0 0.2 0.07

=====

(2)
26
Properties=species:S:1:pos:R:3:forces:R:3:lowdin_charge:R:1 method="wB97M-V/def2-TZVPD" charge=+1 gap_ev=8.82 de_lowest_kj_mol=439.3 spin_multiplicity=1 lumo_ev=-3.45 total_energy_ev=-23353.4958 smiles="C=C(C)SCC[N@@H+](C)/C=N/O" homo_energy_ev=-12.28
C 0.3106 -1.8901 -0.1995 1.5 1.1 -2.2 -0.18
C -1.1384 -1.9159 -0.5529 0.9 0.3 0.1 -0.44
C 0.9512 0.6117 -0.5174 1.3 -3.3 -1.5 -0.20
C -1.4052 0.9198 -0.6827 -1.5 3.1 -1.0 -0.68
C -1.2756 2.1542 -1.3172 0.4 -5.1 -1.6 0.01
C -1.9422 1.1223 0.7175 -2.4 0.5 0.9 -0.12
C 2.0039 -0.7281 1.1466 0.5 -4.3 -0.5 0.01
N 1.3456 0.2926 -1.6720 0.0 0.1 0.4 0.02
N 0.7435 -0.5433 0.4351 -0.5 0.6 -1.1 -0.11
O 1.6456 1.2976 -2.5289 -0.1 -2.5 -1.6 0.05
S -1.6050 -0.5678 -1.6679 -0.6 0.6 0.2 0.98
H 0.5748 -2.6404 0.5370 0.0 -0.1 -0.1 0.12
H 0.8732 -1.9900 -1.1932 -0.1 0.2 1.8 0.16
H -1.1809 -2.8539 -1.1880 -1.1 0.9 1.3 0.13
H -1.5635 -1.7900 0.4479 -1.4 -0.9 -0.6 0.09
H 1.0181 1.5474 -0.1304 -0.1 2.4 1.6 0.12
H -1.1421 2.1637 -2.3991 0.0 0.2 0.2 0.08
H 1.7322 2.1438 -2.1599 0.0 2.1 1.6 0.08
H -1.0981 3.0197 -0.8003 -0.2 2.0 1.4 0.05
H -3.1313 1.1418 0.6082 2.5 -0.2 0.4 0.15
H -1.6838 2.1558 1.1289 -0.2 -1.5 -0.6 0.11
H -1.7548 0.3736 1.5072 0.1 0.1 -0.3 0.06
H 2.7883 -0.8468 0.3773 -0.3 0.2 0.6 0.13
H 2.1160 0.1077 1.7336 0.9 1.6 1.7 0.08
H 1.9137 -1.7617 1.7100 0.4 2.5 -0.6 0.15
H 0.0600 -0.1771 1.1153 -0.1 -0.6 -0.3 0.15

=====

(3)
25
Properties=species:S:1:pos:R:3:forces:R:3:lowdin_charge:R:1 method="wB97M-V/def2-TZVPD" charge=+1 gap_ev=5.81 de_lowest_kj_mol=446.9 spin_multiplicity=1 lumo_ev=-5.74 total_energy_ev=-21307.4064 homo_energy_ev=-11.55
C -3.3325 0.2161 -0.1775 -1.2 -1.6 0.1 -0.57
C -1.6195 1.3100 1.0084 1.6 -0.1 4.2 -0.14
C -0.1063 1.1910 0.7025 -0.5 2.9 -2.2 -0.25
C 1.7504 -1.9182 0.9097 2.8 -2.5 1.4 -0.12
C 1.7056 0.5862 -1.8132 1.2 0.3 -2.2 -0.09
C 0.4071 -1.2875 1.0042 -0.9 1.5 -2.4 -0.18
C 0.4624 -0.1509 -1.3105 0.8 1.5 -0.6 -0.26
N -2.4760 1.1528 -0.1170 -1.6 -1.9 0.6 0.04
N 0.3004 0.0270 0.1164 0.6 -4.4 1.4 -0.18
S -4.3527 -0.9385 -0.2254 1.3 1.5 0.1 1.04
H -1.7205 0.3648 1.7356 -0.7 2.3 -1.5 0.17
H -1.7586 2.3369 1.5662 -0.3 -2.1 -1.1 0.17
H 0.1922 2.0858 0.0132 -0.4 -1.2 1.2 0.16
H 0.3302 1.3443 1.6628 0.6 0.3 0.8 0.12
H 1.7763 -3.1168 0.7497 -0.5 2.8 0.3 0.13
H 2.4968 -1.5158 0.1972 -0.9 0.0 0.1 0.07
H 2.2177 -1.7868 1.9091 0.2 -0.2 -0.6 0.07
H 1.8279 1.4045 -1.1407 0.6 0.8 0.3 0.04
H 2.7103 0.0114 -1.8710 -1.9 0.7 0.3 0.10
H 1.5458 1.0541 -2.8634 0.2 -0.9 1.6 0.10
H 0.0512 -1.1922 2.0713 0.2 0.3 -1.4 0.13
H -0.1850 -1.9627 0.4115 -1.2 -0.3 0.4 0.09
H 0.5627 -1.1259 -1.7062 -0.2 -1.7 0.7 0.11
H -0.3645 0.2261 -1.9041 -0.6 0.4 0.1 0.09
H -2.4213 1.6842 -0.9289 0.5 1.6 -1.7 0.16

=====

(4)
25
Properties=species:S:1:pos:R:3:forces:R:3:lowdin_charge:R:1 method="wB97M-V/def2-TZVPD" charge=+1 gap_ev="6.38 / 6.56" de_lowest_kj_mol=560.6 spin_multiplicity=1 lumo_ev="-6.02 / -5.89" total_energy_ev=-18348.7598 homo_energy_ev="-12.40 / -12.45"
C 2.7520 1.2800 -0.0462 0.1 -0.6 -0.7 -0.20
C 2.7322 -0.1954 -0.0761 -2.7 2.8 0.4 -0.02
C 0.3346 -0.4739 -0.0649 0.9 1.6 0.0 0.15
C 1.5906 -2.3003 0.1539 0.5 -0.7 1.3 0.05
C -1.6758 1.0538 1.5790 2.3 -1.1 1.5 -0.16
C -2.5208 -1.3165 -0.1368 2.7 -0.7 1.9 -0.14
C -1.4663 1.2943 -1.6140 -1.6 -1.8 -0.4 -0.16
N 1.7039 1.9968 -0.0498 -1.3 0.5 0.5 0.12
N 1.5492 -0.8484 0.0147 1.0 1.2 -0.2 -0.19
Si -1.3572 0.2895 -0.0366 -1.8 -1.3 -1.5 0.55
H 3.7510 1.6897 -0.1266 0.3 0.2 0.3 0.12
H 3.6069 -0.7275 0.0025 1.6 -1.4 0.1 0.10
H 2.0876 -2.5319 1.0966 -0.3 0.1 0.2 0.13
H 0.5795 -2.6661 0.1683 -0.2 -0.6 -0.3 0.10
H 2.2499 -2.6338 -0.6039 0.0 -0.8 -1.1 0.11
H -0.7177 1.2888 2.1239 -0.8 -0.2 -0.6 0.07
H -2.2564 1.9006 1.6348 -1.3 2.2 -0.4 0.01
H -2.2088 0.3539 2.2067 0.0 -0.5 0.2 0.04
H -3.3202 -1.2623 -0.8253 -1.4 0.8 -0.1 0.01
H -2.1120 -2.3046 -0.4619 0.5 0.8 0.2 0.03
H -2.6764 -1.4886 0.9798 -0.8 0.2 -1.6 0.05
H -2.5206 1.6114 -1.8397 1.0 -0.5 0.1 0.07
H -0.8548 2.1039 -1.6683 1.5 3.0 0.9 -0.02
H -0.9792 0.8194 -2.4698 -0.8 -1.0 -0.1 0.05
H 1.7287 3.0671 0.0596 0.5 -2.3 -0.4 0.12

=====

(5)
26
Properties=species:S:1:pos:R:3:forces:R:3:lowdin_charge:R:1 method="wB97M-V/def2-TZVPD" charge=+2 gap_ev=8.50 de_lowest_kj_mol=118.6 spin_multiplicity=1 lumo_ev=-7.70 total_energy_ev=-22789.3218 homo_energy_ev=-16.20
C 1.3943 -1.3163 0.9294 0.3 2.4 3.1 -0.10
C 0.5953 -2.2046 2.6962 0.6 0.8 0.8 -0.02
C 1.5805 -0.3285 1.9663 -0.3 0.0 0.2 -0.34
C 2.5595 0.8018 2.1210 -1.5 1.5 1.6 0.01
C -0.1248 0.4422 1.4031 1.5 -0.5 1.8 -0.39
C -1.8555 0.3288 -2.1552 0.3 1.6 3.1 -0.21
C -0.5485 -0.1108 -1.3056 -1.0 0.6 -0.6 -0.35
N 0.7285 -2.2965 1.3614 -1.6 -4.1 0.6 0.11
N 1.1441 -1.0478 3.1092 -0.5 -0.8 -0.8 0.15
N -1.9066 -0.1574 -3.5205 1.2 -2.1 -0.1 0.18
S -0.0320 1.2144 -0.0532 -0.6 0.9 -3.0 1.00
H 1.5309 -1.0982 -0.0391 0.8 0.4 -3.4 0.09
H 0.1063 -2.9368 3.3812 0.5 0.7 -0.8 0.18
H 2.1063 1.6996 1.6716 0.3 -0.2 -0.2 0.07
H 3.5638 0.7328 1.7311 0.1 -0.6 0.1 0.10
H 2.5253 1.0978 3.2205 0.6 -0.5 -1.3 0.13
H -0.2154 1.1016 2.2684 -0.1 0.0 -0.3 0.11
H -0.8167 -0.3501 1.3428 -0.6 -1.1 0.7 0.06
H -1.9656 1.4311 -2.2526 0.3 -0.6 0.6 0.14
H -2.7598 -0.0463 -1.6450 0.4 0.2 -0.2 0.14
H -0.5932 -1.1687 -0.9379 -0.3 1.1 0.1 0.11
H 0.2582 -0.0961 -2.0049 0.8 0.0 -0.5 0.06
H 1.2162 -0.7027 4.0496 0.0 0.0 0.4 0.18
H -1.6452 -1.1890 -3.4002 -0.7 1.4 -1.4 0.22
H -1.2666 0.3434 -4.1627 -0.2 -0.5 0.3 0.20
H -2.8623 -0.0072 -3.8316 -0.2 -0.5 -0.6 0.18

=====

(6)
28
Properties=species:S:1:pos:R:3:forces:R:3:lowdin_charge:R:1 method="wB97M-V/def2-TZVPD" charge=0 gap_ev="7.40 / 7.07" de_lowest_kj_mol=684.6 spin_multiplicity=1 lumo_ev="-1.13 / -0.75" total_energy_ev=-24791.4578 homo_energy_ev="-8.53 / -7.82"
C -0.0376 2.5469 1.6768 -4.3 -1.0 1.7 -0.15
C -1.5292 3.1163 1.7618 3.3 -2.7 -1.1 -0.09
C 1.2501 -1.7182 2.5627 2.1 -0.2 0.0 -0.23
C 0.2586 -1.5355 3.6669 -1.9 -1.7 -0.8 -0.26
C -0.3080 -1.4877 -3.9057 -1.7 1.0 2.4 -0.04
C 1.5358 -0.2130 -2.5787 -0.7 -1.1 3.6 -0.06
C 0.3292 -1.1750 -2.4421 1.3 -1.9 -1.7 -0.43
N -0.7093 -0.8212 -1.5745 -2.5 0.5 2.2 -0.03
N -0.6747 0.2395 -0.9304 2.3 -0.6 -1.5 -0.12
N -0.9851 2.3096 0.5923 -0.5 0.8 0.8 -0.23
N 0.6764 -0.4135 2.9270 0.5 0.3 -0.9 0.04
O -3.1177 0.8994 -0.0456 -1.5 0.1 -0.2 -0.36
P -1.7047 0.7915 0.2903 0.7 0.1 0.6 0.67
H 0.7038 3.2353 1.4948 1.6 1.4 -0.6 0.06
H 0.1202 1.7932 2.4538 0.3 0.0 -0.8 0.05
H -2.2561 2.6330 2.3746 -0.1 -0.3 0.5 0.08
H -1.5823 4.1506 1.6814 -0.4 1.6 -0.8 0.06
H 2.4556 -1.8612 2.8193 -3.4 0.4 -0.7 0.15
H 0.9045 -2.1486 1.5826 0.5 0.5 1.1 0.09
H -0.8853 -1.9067 3.4401 3.0 0.9 1.1 0.16
H 0.7200 -1.5432 4.6500 -0.8 -0.3 0.4 0.09
H -0.8521 -0.5501 -4.1916 0.6 -1.0 -0.3 0.09
H 0.5355 -1.7331 -4.4386 1.9 0.1 -1.9 0.03
H -0.9488 -2.3909 -4.0514 0.1 0.9 0.9 0.08
H 1.7817 0.3229 -1.6073 -0.9 -0.3 -1.2 0.09
H 1.2211 0.3953 -3.3351 0.1 2.3 -1.9 0.04
H 2.4478 -0.7220 -2.7431 0.8 -0.8 -0.9 0.06
H 0.6508 -2.2134 -2.1306 -0.3 1.1 0.2 0.15

=====

(7)
24
Properties=species:S:1:pos:R:3:forces:R:3:lowdin_charge:R:1 method="wB97M-V/def2-TZVPD" charge=0 gap_ev=8.60 de_lowest_kj_mol=249.2 spin_multiplicity=1 lumo_ev=0.75 total_energy_ev=-11038.0915 smiles="CC(C)=C(C)N.CC=O" homo_energy_ev=-7.84
C -0.3024 -0.4986 0.7931 0.2 1.2 0.3 -0.35
C 0.1462 0.7606 0.3500 0.0 -0.8 1.5 -0.39
C -1.7494 -0.8638 0.7177 0.2 0.0 0.0 -0.01
C 0.6072 -1.3687 -1.7281 -0.6 2.5 -0.2 -0.04
C 1.5964 1.1259 0.6052 -0.2 -0.3 -0.2 -0.07
C -0.8128 1.9259 0.5098 -0.1 -0.3 -0.6 -0.05
N 0.5109 -1.4076 1.4092 -0.1 0.2 -0.7 0.16
C -0.0294 0.2128 -1.6461 1.1 -3.5 -1.1 -0.39
O -1.1776 0.3735 -2.0357 -0.4 0.4 0.2 -0.07
H 0.2454 -2.3779 1.3325 0.0 0.0 0.1 0.11
H 1.5050 -1.2480 1.3676 0.0 0.0 0.1 0.09
H 0.8061 0.8555 -1.9706 0.0 0.6 0.5 0.12
H -2.1352 -0.6400 -0.2789 0.1 0.1 -0.1 0.08
H -2.3158 -0.2633 1.4308 0.0 0.0 0.0 0.10
H -1.9064 -1.9159 0.9517 0.0 0.0 0.0 0.08
H 0.8177 -1.4527 -2.7937 0.0 -0.2 -0.1 0.06
H 1.5531 -1.4402 -1.1938 0.0 -0.1 0.1 0.04
H -0.1051 -2.1413 -1.4462 -0.1 0.1 0.1 0.05
H 1.8324 2.0656 0.1082 0.1 0.0 -0.1 0.08
H 1.8024 1.2598 1.6699 0.0 0.0 0.1 0.09
H 2.2811 0.3648 0.2248 0.1 0.0 -0.1 0.07
H -0.3490 2.8457 0.1569 0.0 0.0 0.0 0.08
H -1.1113 2.0679 1.5507 0.1 0.0 0.1 0.09
H -1.7096 1.7600 -0.0850 -0.1 0.1 -0.1 0.07

=====

(8)
24
Properties=species:S:1:pos:R:3:forces:R:3:lowdin_charge:R:1 method="wB97M-V/def2-TZVPD" charge=0 gap_ev=8.78 de_lowest_kj_mol=256.9 spin_multiplicity=1 lumo_ev=0.89 total_energy_ev=-11038.0124 smiles="C=C/C(N)=C/CCC.O" homo_energy_ev=-7.90
C -3.0057 -0.4979 0.2356 -1.1 0.7 -1.0 -0.11
C -2.0842 -0.4333 -1.0119 -0.1 0.6 1.5 -0.24
C -1.0858 0.7722 -0.9952 0.1 -1.8 -0.2 -0.20
N 0.9156 2.5707 0.2928 -0.1 -1.1 -0.6 0.10
C 1.1229 1.1904 0.2007 0.6 1.2 0.0 -0.35
C 0.2541 0.4000 -0.4216 -0.7 -0.8 0.1 -0.08
C 3.0030 -0.3767 0.5125 1.0 -0.2 0.6 0.01
C 2.4475 0.8042 0.7359 -0.8 -1.0 -0.5 -0.11
H -3.0498 -1.4748 0.7086 0.5 0.2 0.5 0.06
H -4.0450 -0.3322 -0.0850 0.1 -0.2 -0.2 0.06
H -2.8928 0.3881 0.8637 0.6 -0.5 0.6 0.06
H -2.7229 -0.2424 -1.8592 -0.1 -0.5 -0.5 0.09
H -1.5655 -1.3907 -1.0562 0.1 0.1 -0.6 0.10
H -0.9626 0.8945 -2.0773 0.1 1.2 0.2 0.11
H -1.5716 1.5477 -0.4101 0.0 0.7 -0.6 0.10
H 1.4071 3.0729 1.0018 -0.3 0.4 0.0 0.08
H 0.0952 2.8838 -0.1904 0.0 0.7 0.5 0.08
H 0.4123 -0.6627 -0.5345 0.6 -0.1 0.1 0.09
H 3.9145 -0.6255 1.0296 0.4 0.1 0.0 0.06
H 2.6882 -1.1801 -0.1338 -0.5 0.4 -0.3 0.05
H 2.9888 1.5253 1.3361 -0.1 0.0 0.2 0.10
H 0.6304 -2.8373 1.0482 -0.2 -0.5 0.0 0.04
H 1.8572 -2.6453 0.3049 0.7 0.0 -0.3 -0.03
O 1.2491 -3.3512 0.5047 -0.6 0.4 0.5 -0.05

=====

(9)
24
Properties=species:S:1:pos:R:3:forces:R:3:lowdin_charge:R:1 method="wB97M-V/def2-TZVPD" charge=0 gap_ev=9.05 de_lowest_kj_mol=514.3 spin_multiplicity=1 lumo_ev=0.92 total_energy_ev=-11035.3440 homo_energy_ev=-8.13
C -0.8822 -0.2690 0.7673 -1.3 3.0 1.9 -0.47
C 1.7886 -0.0186 -0.5967 -3.3 -1.8 -0.2 -0.26
C 0.1524 1.4547 0.1916 -1.2 -3.3 0.0 -0.06
C 0.1489 -1.1608 -0.7979 3.5 -0.8 -1.7 -0.13
C -0.4045 -0.3118 2.2090 -0.2 0.3 -0.2 -0.06
C -2.2778 0.3037 0.5860 0.1 -0.3 0.3 -0.08
C 2.0538 0.3422 -2.0335 0.1 -0.1 0.0 -0.07
N -0.7694 -1.5944 0.2189 1.3 1.6 -0.2 -0.03
O 1.4196 0.9823 0.2388 1.3 1.2 0.7 -0.15
H -1.6446 -1.9579 -0.1464 0.1 0.2 -0.3 0.11
H 2.5694 -0.6064 -0.1182 0.0 0.0 -0.1 0.13
H -0.2298 1.7018 -0.7966 0.0 0.1 -0.1 0.09
H 0.0056 2.2174 0.9471 -0.2 -0.1 0.1 0.10
H 0.7740 -1.9916 -1.1210 -0.2 -0.3 -0.5 0.08
H -0.3163 -0.6922 -1.6671 0.0 0.2 0.1 0.09
H -0.5182 0.6575 2.6946 0.1 0.0 0.1 0.07
H -3.0195 -0.3895 0.9988 -0.1 0.0 0.0 0.08
H -0.9792 -1.0521 2.7690 0.0 -0.1 0.0 0.08
H 0.6418 -0.6025 2.2484 0.1 0.0 0.0 0.08
H -2.5050 0.4485 -0.4713 0.0 0.0 -0.1 0.08
H -2.3892 1.2603 1.0919 0.0 0.1 0.0 0.08
H 2.1992 -0.5693 -2.6205 0.0 0.1 0.1 0.08
H 2.9579 0.9534 -2.1167 0.0 -0.1 0.0 0.08
H 1.2246 0.8942 -2.4756 0.0 0.0 0.0 0.07